C22H43N3O5PSi | ωB97M-V/def2-TZVPD

Last column: Löwdin charge in e.
CARTESIAN COORDINATES (ANGSTROEM)
1 C -3.653 5.518 -0.568  -0.148
2 C -5.140 4.779 -0.594  -0.244
3 C -4.812 3.146 -0.482  -0.221
4 C -4.392 2.809 1.101  -0.196
5 C -4.779 1.227 1.362  -0.203
6 C -3.503 0.286 1.789  -0.166
7 C -2.227 0.375 0.715  -0.032
8 C -0.697 0.705 1.303  0.066
9 N 0.550 0.770 0.412  -0.089
10 Si 2.152 1.109 1.239  0.544
11 C 1.949 1.508 3.135  -0.234
12 C 3.029 2.703 0.496  -0.211
13 C 3.342 -0.453 1.188  -0.198
14 C 0.478 0.536 -1.113  -0.038
15 C 1.765 0.542 -2.123  -0.099
16 C 2.499 -0.957 -2.245  -0.271
17 O 1.744 -1.829 -3.205  -0.134
18 C 4.034 -0.787 -2.857  -0.206
19 N 4.101 0.029 -4.129  -0.036
20 C -1.009 0.201 -1.803  -0.109
21 P -1.262 -0.167 -3.682  0.747
22 N -1.940 1.207 -4.298  -0.322
23 C -2.411 0.121 -0.893  0.034
24 C -3.850 -0.212 -1.617  -0.270
25 O -4.374 0.677 -2.505  -0.014
26 O -4.681 -1.406 -1.349  0.027
27 H -3.717 6.690 -0.711  0.081
28 H -3.159 5.280 0.481  0.070
29 H -2.990 5.074 -1.424  0.077
30 H -5.691 4.952 -1.616  0.109
31 H -5.802 5.117 0.328  0.111
32 H -3.907 2.879 -1.174  0.100
33 H -5.818 2.586 -0.786  0.122
34 H -3.231 2.989 1.285  0.109
35 H -5.032 3.479 1.822  0.114
36 H -5.410 0.815 0.459  0.107
37 H -5.522 1.229 2.296  0.129
38 H -3.115 0.491 2.899  0.129
39 H -3.815 -0.865 1.793  0.125
40 H -0.668 0.846 2.485  0.130
41 H 2.875 2.124 3.546  0.076
42 H 1.021 2.251 3.211  0.049
43 H 1.669 0.578 3.789  0.054
44 H 3.357 3.464 1.327  0.059
45 H 2.257 3.209 -0.262  0.057
46 H 3.951 2.377 -0.170  0.050
47 H 4.263 -0.297 0.484  0.052
48 H 2.716 -1.438 0.937  0.036
49 H 3.773 -0.638 2.281  0.073
50 H 1.419 0.780 -3.242  0.113
51 H 2.593 1.335 -1.889  0.110
52 H 2.507 -1.545 -1.234  0.131
53 H 2.070 -1.662 -4.137  0.099
54 H 4.535 -1.833 -3.092  0.142
55 H 4.636 -0.170 -2.034  0.124
56 H 4.696 0.882 -4.035  0.085
57 H 3.157 0.234 -4.522  0.060
58 H -2.168 -1.264 -3.916  0.029
59 H -0.035 -0.352 -4.414  0.000
60 H -2.882 0.996 -4.698  -0.029
61 H -4.183 -2.101 -0.828  0.129
62 O 4.010 -3.574 0.499  0.063
63 C 3.358 -4.269 1.273  -0.505
64 O 2.941 -3.775 2.458  -0.022
65 C 2.016 -4.434 3.340  -0.230
66 C 2.737 -5.413 4.247  -0.062
67 C 3.082 -5.711 0.952  0.013
68 H 1.199 -4.900 2.781  0.115
69 H 1.561 -3.649 3.953  0.121
70 H 3.217 -6.211 3.675  0.072
71 H 2.039 -5.867 4.957  0.087
72 H 3.526 -4.905 4.806  0.088
73 H 3.939 -6.315 1.256  0.104
74 H 2.937 -5.806 -0.127  0.096
75 H 2.174 -6.100 1.413  0.073

Computed properties:
Kohn-Sham gap = 5.710 eV
Charge = +1
LUMO energy = -5.08 eV
Energy relative to the best compared isomer or geometry (same formula, charge and spin) = 736.6 kJ/mol

***

C22H43NO5 | ωB97M-V/def2-TZVPD

Last column: Löwdin charge in e.
CARTESIAN COORDINATES (ANGSTROEM)
1 C -1.253 0.349 1.039  -0.153
2 C 0.030 -0.389 0.656  -0.155
3 C 0.860 0.687 -0.033  -0.195
4 O -0.098 1.452 -0.747  -0.156
5 C -1.376 1.389 -0.105  -0.184
6 H -1.148 0.914 1.968  0.098
7 H -2.121 -0.291 1.178  0.100
8 H -0.315 -1.130 -0.071  0.103
9 H 0.609 -0.852 1.452  0.094
10 H 1.509 0.245 -0.791  0.116
11 H 1.422 1.246 0.723  0.122
12 H -2.135 1.132 -0.840  0.112
13 H -1.577 2.352 0.365  0.093
14 C 2.278 0.875 -4.056  -0.178
15 C 3.748 1.315 -3.953  -0.151
16 C 3.659 2.787 -4.369  -0.189
17 O 2.318 3.231 -4.099  -0.141
18 C 1.420 2.131 -3.995  -0.207
19 H 1.979 0.006 -3.470  0.098
20 H 2.190 0.464 -5.074  0.104
21 H 4.390 0.711 -4.587  0.106
22 H 4.071 1.294 -2.912  0.107
23 H 3.805 2.993 -5.434  0.116
24 H 4.297 3.406 -3.738  0.115
25 H 0.648 2.087 -4.765  0.106
26 H 0.909 2.191 -3.031  0.101
27 C -1.751 -0.652 -4.123  -0.169
28 C -1.551 -1.557 -5.342  -0.154
29 C -2.090 -2.914 -4.790  -0.176
30 O -2.132 -2.752 -3.362  -0.151
31 C -1.377 -1.602 -3.009  -0.215
32 H -2.775 -0.285 -4.086  0.118
33 H -1.127 0.238 -4.268  0.101
34 H -0.517 -1.631 -5.664  0.105
35 H -2.232 -1.196 -6.113  0.106
36 H -1.406 -3.739 -4.996  0.111
37 H -3.095 -3.139 -5.139  0.112
38 H -0.301 -1.822 -2.953  0.121
39 H -1.630 -1.309 -1.989  0.105
40 C -5.755 -0.059 3.801  -0.172
41 C -5.151 -0.221 5.182  -0.159
42 C -3.601 -0.285 4.887  -0.186
43 O -3.453 -0.072 3.503  -0.158
44 C -4.606 0.560 2.988  -0.210
45 H -6.574 0.665 3.797  0.111
46 H -6.060 -1.024 3.402  0.112
47 H -5.522 -1.111 5.688  0.101
48 H -5.392 0.609 5.847  0.103
49 H -3.260 -1.269 5.202  0.113
50 H -3.092 0.498 5.451  0.111
51 H -4.753 0.377 1.925  0.119
52 H -4.550 1.642 3.161  0.121
53 C 4.895 -2.953 3.122  -0.171
54 C 3.543 -3.582 2.866  -0.169
55 C 2.905 -2.644 1.831  -0.232
56 O 3.609 -1.422 1.885  -0.146
57 C 4.674 -1.471 2.862  -0.174
58 H 5.625 -3.323 2.400  0.115
59 H 5.251 -3.219 4.118  0.112
60 H 2.830 -3.611 3.694  0.110
61 H 3.604 -4.617 2.529  0.110
62 H 1.827 -2.566 2.008  0.095
63 H 2.895 -3.054 0.813  0.116
64 H 4.251 -0.974 3.741  0.118
65 H 5.533 -0.922 2.489  0.117
66 C -0.032 4.042 2.659  -0.067
67 C 1.159 4.810 2.339  -0.286
68 N 2.071 5.453 2.100  0.130
69 H 0.232 3.283 3.396  0.085
70 H -0.434 3.517 1.794  0.054
71 H -0.805 4.703 3.046  0.085

Computed properties:
Kohn-Sham gap = 9.674 eV
Charge = 0
LUMO energy = 0.51 eV
Energy relative to the best compared isomer or geometry (same formula, charge and spin) = 330.6 kJ/mol

***

C22H44As3CrO3S | ωB97M-V/def2-TZVPD

Last column: Mulliken spin population.
CARTESIAN COORDINATES (ANGSTROEM)
1 Cr -1.073 1.122 0.374  3.399
2 C -3.092 -0.258 -3.496  -0.002
3 C -3.637 -0.272 -2.073  0.016
4 C -5.165 -0.089 -2.094  -0.003
5 C -3.061 0.809 -1.184  -0.015
6 C -2.228 1.832 -1.655  -0.018
7 C -1.937 2.960 -0.861  0.072
8 C -2.456 3.099 0.431  -0.027
9 C -2.193 4.313 1.268  0.000
10 C -3.222 2.022 0.936  0.029
11 C -3.485 0.896 0.166  0.033
12 H -3.509 -1.096 -4.053  0.000
13 H -2.008 -0.340 -3.544  0.001
14 H -3.392 0.653 -4.019  0.001
15 H -3.426 -1.236 -1.600  -0.002
16 H -5.428 0.916 -2.429  0.000
17 H -5.622 -0.259 -1.119  0.000
18 H -5.603 -0.800 -2.793  0.000
19 H -1.861 1.801 -2.672  -0.016
20 H -1.347 3.765 -1.282  -0.010
21 H -1.417 4.104 2.007  0.000
22 H -3.094 4.598 1.810  0.000
23 H -1.877 5.155 0.655  0.000
24 H -3.595 2.076 1.950  0.003
25 H -4.089 0.099 0.582  -0.004
26 C 1.486 2.257 -1.896  0.004
27 As 1.270 1.793 -0.028  -0.208
28 C 1.743 3.453 0.832  0.004
29 C 2.726 0.584 0.434  0.006
30 C 2.743 -0.870 -0.068  0.012
31 C 2.796 -0.910 -1.596  -0.003
32 C 1.573 -1.685 0.494  0.036
33 As -0.260 -1.215 0.056  -0.293
34 C -0.467 -1.836 -1.765  0.004
35 C -1.289 -2.554 0.985  0.006
36 C 4.056 -1.458 0.505  -0.002
37 As 4.643 -3.368 0.522  0.000
38 C 3.908 -4.133 -1.129  0.000
39 C 3.320 -4.130 1.757  0.000
40 H 2.539 2.486 -2.058  -0.006
41 H 0.897 3.148 -2.105  0.000
42 H 1.188 1.455 -2.565  -0.004
43 H 2.831 3.497 0.836  -0.005
44 H 1.378 3.479 1.854  0.003
45 H 1.343 4.275 0.244  -0.001
46 H 2.763 0.622 1.525  0.002
47 H 3.596 1.119 0.044  -0.004
48 H 1.884 -0.539 -2.060  0.001
49 H 2.950 -1.924 -1.955  0.001
50 H 3.622 -0.299 -1.966  0.000
51 H 1.601 -1.722 1.583  0.001
52 H 1.633 -2.704 0.115  -0.006
53 H 0.150 -2.729 -1.859  -0.006
54 H -0.147 -1.108 -2.503  -0.002
55 H -1.505 -2.102 -1.938  0.002
56 H -0.872 -3.516 0.687  -0.005
57 H -2.330 -2.502 0.671  -0.001
58 H -1.207 -2.413 2.057  0.000
59 H 4.123 -1.203 1.568  -0.001
60 H 4.889 -0.937 0.025  0.000
61 H 4.408 -3.714 -2.001  0.000
62 H 2.828 -4.041 -1.241  0.000
63 H 4.151 -5.195 -1.090  0.000
64 H 3.284 -3.534 2.669  0.000
65 H 3.678 -5.124 2.024  0.000
66 H 2.317 -4.228 1.345  0.000
67 C -0.661 1.071 4.792  0.000
68 S 0.082 0.814 3.230  0.022
69 O 0.015 -0.595 2.903  0.000
70 O 1.376 1.440 3.214  0.001
71 O -0.868 1.574 2.251  -0.016
72 H 0.092 0.796 5.528  0.000
73 H -1.537 0.433 4.873  0.000
74 H -0.925 2.121 4.897  -0.001

Computed properties:
Multiplicity = 4
Kohn-Sham gap (spin up / spin down) = 5.588 / 5.689 eV
Charge = +2
LUMO energy (spin up / spin down) = -7.40 / -7.30 eV
Energy relative to the best compared isomer or geometry (same formula, charge and spin) = 0.0 kJ/mol

***

- Which of these has the lowest charge?
  C22H43NO5

***

- Among the records above, which one has the lowest energy relative to the best compared isomer or geometry (same formula, charge and spin)?
  C22H44As3CrO3S

***

- Which value of charge does entry 2 give?
  0

***

- What is the formula in the first record?
  C22H43N3O5PSi